Entry 1:
{"formula": "C18H55AsF6N3O11", "method": "ωB97M-V/def2-TZVPD", "e_homo_ev": [-8.2, -8.2], "energy_ev": -123689.4066, "s_squared": 0.755, "molar_mass_g_mol": 678.6, "total_charge": 0, "e_lumo_ev": [-0.559, -6.183], "multiplicity": 2, "symbols": ["As", "F", "F", "F", "F", "F", "F", "C", "C", "C", "O", "C", "N", "H", "H", "H", "H", "H", "H", "H", "H", "H", "H", "H", "C", "C", "C", "O", "C", "N", "H", "H", "H", "H", "H", "H", "H", "H", "H", "H", "H", "C", "C", "C", "O", "C", "N", "H", "H", "H", "H", "H", "H", "H", "H", "H", "H", "H", "C", "C", "O", "O", "H", "H", "H", "H", "H", "H", "C", "C", "O", "O", "H", "H", "H", "H", "H", "H", "C", "C", "O", "O", "H", "H", "H", "H", "H", "H", "O", "H", "H", "O", "H", "H"], "xyz": [[13.006, -29.436, 11.426], [12.500, -29.492, 13.165], [11.786, -28.188, 11.042], [13.566, -29.487, 9.752], [14.288, -30.681, 11.815], [11.863, -30.816, 11.172], [14.147, -28.097, 11.837], [16.826, -26.151, 13.877], [17.484, -27.493, 13.584], [18.524, -27.896, 14.629], [19.506, -26.858, 14.937], [20.552, -26.826, 13.908], [16.376, -28.452, 13.417], [17.581, -25.365, 13.905], [16.347, -26.105, 14.854], [16.111, -25.835, 13.118], [17.980, -27.364, 12.621], [19.041, -28.839, 14.454], [17.899, -28.079, 15.503], [21.329, -26.129, 14.222], [20.255, -26.369, 12.964], [21.042, -27.797, 13.829], [15.769, -28.144, 12.671], [16.664, -29.372, 13.117], [9.723, -30.983, 14.132], [8.673, -31.048, 12.977], [8.415, -29.612, 12.343], [7.416, -29.703, 11.400], [6.807, -28.437, 11.118], [9.296, -31.893, 12.001], [9.410, -30.281, 14.905], [10.701, -30.579, 13.871], [9.814, -31.909, 14.700], [7.737, -31.450, 13.365], [9.304, -29.218, 11.849], [8.166, -28.898, 13.128], [7.435, -27.577, 11.352], [5.869, -28.453, 11.672], [6.576, -28.496, 10.055], [10.184, -31.472, 11.765], [8.741, -31.840, 11.159], [13.592, -31.486, 5.779], [13.370, -32.737, 6.660], [12.399, -32.451, 7.869], [12.423, -33.671, 8.642], [11.661, -33.632, 9.914], [12.666, -33.653, 5.730], [13.898, -30.648, 6.405], [12.718, -31.174, 5.206], [14.449, -31.695, 5.139], [14.336, -33.084, 7.026], [11.366, -32.265, 7.573], [12.780, -31.543, 8.336], [10.662, -33.196, 9.886], [12.185, -33.078, 10.693], [11.415, -34.643, 10.237], [13.386, -33.858, 5.052], [11.977, -33.066, 5.281], [14.974, -33.940, 11.038], [14.761, -35.364, 10.729], [14.961, -36.174, 11.934], [16.374, -33.600, 11.058], [14.558, -33.578, 11.978], [14.436, -33.414, 10.249], [15.315, -35.847, 9.924], [13.718, -35.457, 10.426], [14.883, -37.106, 11.720], [16.603, -33.638, 10.126], [17.341, -29.323, 8.518], [16.132, -29.513, 7.624], [14.931, -28.772, 7.872], [18.418, -30.205, 8.233], [17.087, -29.456, 9.569], [17.757, -28.343, 8.282], [15.910, -30.576, 7.723], [16.405, -29.406, 6.575], [14.543, -29.180, 8.650], [18.764, -30.164, 7.339], [13.472, -25.109, 10.644], [13.013, -25.581, 9.323], [13.809, -25.133, 8.264], [13.267, -23.743, 10.673], [14.527, -25.332, 10.805], [12.997, -25.631, 11.475], [11.947, -25.391, 9.193], [13.206, -26.652, 9.261], [13.583, -24.204, 8.170], [13.501, -23.325, 9.841], [17.080, -31.004, 12.044], [17.367, -31.876, 11.773], [16.134, -31.006, 11.899], [13.926, -28.346, 15.013], [14.763, -28.245, 14.560], [13.357, -28.773, 14.374]], "lowdin_charge": [1.0084, -0.2771, -0.2518, -0.2352, -0.2612, -0.2857, -0.2488, -0.0538, -0.4156, -0.1734, -0.1934, -0.0921, 0.0445, 0.0718, 0.0854, 0.0692, 0.1245, 0.1186, 0.1236, 0.0750, 0.0784, 0.0824, 0.0343, 0.0407, -0.0209, -0.2717, -0.1587, -0.1784, -0.0448, 0.3273, 0.0915, 0.0666, 0.0939, 0.1629, 0.1319, 0.1468, 0.1012, 0.0983, 0.0998, 0.0902, 0.1446, -0.0707, -0.3843, -0.1702, -0.1944, -0.0932, 0.0216, 0.0494, 0.0800, 0.0813, 0.1362, 0.1215, 0.1003, 0.0542, 0.0568, 0.0846, 0.0619, 0.0558, -0.2370, -0.2170, -0.0718, -0.0606, 0.1336, 0.0989, 0.1290, 0.0961, 0.0717, 0.0904, -0.2401, -0.2570, -0.0717, -0.0710, 0.1158, 0.1184, 0.1024, 0.1190, -0.0058, 0.0806, -0.2842, -0.2833, -0.0332, -0.0441, 0.1181, 0.1170, 0.1287, 0.1031, 0.0708, 0.0730, -0.0597, 0.0193, -0.0149, -0.0899, -0.0362, -0.0488]}

Entry 2:
{"formula": "C18H56CaN9O5P3", "method": "ωB97M-V/def2-TZVPD", "e_homo_ev": -7.4, "energy_ev": -89535.9600, "molar_mass_g_mol": 611.7, "total_charge": 0, "e_lumo_ev": 0.713, "symbols": ["Ca", "O", "H", "O", "H", "O", "P", "N", "C", "C", "N", "C", "C", "N", "C", "C", "H", "H", "H", "H", "H", "H", "H", "H", "H", "H", "H", "H", "H", "H", "H", "H", "H", "H", "O", "P", "N", "C", "C", "N", "C", "C", "N", "C", "C", "H", "H", "H", "H", "H", "H", "H", "H", "H", "H", "H", "H", "H", "H", "H", "H", "H", "H", "O", "P", "N", "C", "C", "N", "C", "C", "N", "C", "C", "H", "H", "H", "H", "H", "H", "H", "H", "H", "H", "H", "H", "H", "H", "H", "H", "H", "H"], "xyz": [[-4.852, -21.288, 13.493], [-5.389, -19.494, 12.403], [-5.610, -18.816, 11.760], [-5.743, -23.150, 14.394], [-6.412, -23.826, 14.534], [-4.491, -22.354, 11.573], [-4.889, -23.419, 10.636], [-4.407, -24.894, 11.190], [-3.975, -25.016, 12.599], [-4.334, -26.099, 10.377], [-4.221, -23.339, 9.142], [-2.789, -23.630, 8.977], [-4.752, -22.389, 8.192], [-6.498, -23.344, 10.374], [-7.314, -22.446, 11.159], [-7.179, -24.299, 9.546], [-4.475, -24.254, 13.203], [-2.886, -24.965, 12.700], [-4.311, -25.992, 12.957], [-5.283, -26.366, 9.920], [-3.980, -26.892, 11.032], [-3.592, -26.005, 9.586], [-2.618, -24.565, 8.445], [-2.332, -22.861, 8.344], [-2.260, -23.539, 9.930], [-5.739, -22.055, 8.511], [-4.117, -21.497, 8.142], [-4.831, -22.811, 7.187], [-6.804, -21.516, 11.408], [-8.284, -22.272, 10.695], [-7.524, -22.894, 12.147], [-7.820, -24.980, 10.121], [-6.465, -24.892, 8.979], [-7.815, -23.804, 8.800], [-2.554, -21.156, 13.701], [-1.195, -20.595, 13.816], [-1.231, -18.959, 13.603], [-2.511, -18.360, 13.139], [-0.025, -18.271, 13.229], [-0.160, -21.246, 12.710], [1.284, -21.240, 12.774], [-0.730, -21.924, 11.544], [-0.430, -20.735, 15.272], [-1.127, -20.087, 16.391], [0.290, -21.945, 15.635], [-3.255, -18.441, 13.928], [-2.962, -18.928, 12.317], [-2.323, -17.357, 12.768], [0.788, -18.484, 13.934], [-0.178, -17.195, 13.266], [0.348, -18.589, 12.245], [1.610, -20.763, 13.693], [1.669, -22.270, 12.788], [1.728, -20.723, 11.918], [-0.287, -21.505, 10.638], [-0.565, -23.006, 11.627], [-1.813, -21.798, 11.510], [-1.041, -19.005, 16.261], [-2.182, -20.359, 16.392], [-0.623, -20.315, 17.328], [1.218, -21.698, 16.151], [0.523, -22.546, 14.760], [-0.359, -22.586, 16.244], [-4.662, -20.001, 15.352], [-5.449, -19.281, 16.379], [-4.722, -19.289, 17.877], [-4.986, -18.316, 18.921], [-4.071, -20.493, 18.349], [-6.973, -19.901, 16.597], [-8.065, -19.145, 17.188], [-7.123, -21.355, 16.638], [-5.623, -17.679, 16.044], [-6.658, -17.113, 15.217], [-4.489, -16.786, 16.213], [-4.031, -17.959, 19.328], [-5.506, -18.779, 19.766], [-5.541, -17.498, 18.476], [-3.065, -20.279, 18.714], [-4.152, -21.288, 17.612], [-4.644, -20.889, 19.206], [-8.345, -18.255, 16.627], [-8.969, -19.747, 17.183], [-7.787, -18.784, 18.186], [-7.862, -21.637, 17.387], [-7.394, -21.779, 15.668], [-6.182, -21.854, 16.879], [-7.167, -16.295, 15.751], [-6.231, -16.689, 14.306], [-7.417, -17.838, 14.956], [-4.262, -16.320, 15.252], [-3.601, -17.293, 16.580], [-4.752, -15.989, 16.920]], "lowdin_charge": [1.3200, -0.5665, -0.0884, -0.5546, -0.0762, -0.3887, 0.4947, -0.2750, -0.0857, -0.0977, -0.2855, -0.0901, -0.1073, -0.3093, -0.0930, -0.1190, 0.0237, 0.0793, 0.0791, 0.0648, 0.0807, 0.0548, 0.0714, 0.0833, 0.0645, 0.0784, 0.0863, 0.0850, 0.0542, 0.0844, 0.0817, 0.0906, 0.0618, 0.0853, -0.3547, 0.5149, -0.2896, -0.0763, -0.1271, -0.2977, -0.1337, -0.0943, -0.2941, -0.0896, -0.1106, 0.0477, 0.0626, 0.0796, 0.0750, 0.0798, 0.0775, 0.0680, 0.0860, 0.0834, 0.0875, 0.0862, 0.0591, 0.0797, 0.0567, 0.0841, 0.0871, 0.0628, 0.0914, -0.3858, 0.5407, -0.3015, -0.1131, -0.1186, -0.2830, -0.1023, -0.1005, -0.2960, -0.1116, -0.1098, 0.0868, 0.0824, 0.0640, 0.0781, 0.0743, 0.0875, 0.0528, 0.0855, 0.0791, 0.0815, 0.0649, 0.0614, 0.0898, 0.0869, 0.0716, 0.0822, 0.0797, 0.0843]}